Below is a molecular structure, C28H41AsBrN2O3S4ScSi3 at a distorted geometry, with properties calculated with wB97M-V/def2-TZVPD.

The geometry in ORCA input format:
```
! RIJCOSX wB97M-V def2-TZVPD def2/J DEFGRID3
* xyz 0 1
Br 1.42 -1.62 2.07
As 0.99 -0.72 -1.81
Sc -0.86 -1.23 0.18
S -2.40 -2.22 1.97
S -0.35 -3.67 -0.27
S -3.89 -4.83 1.97
S -2.09 -6.09 0.01
Si 0.41 1.12 -3.19
Si 1.21 -2.50 -3.40
Si 3.20 -0.18 -1.10
O -2.09 0.19 -0.40
O -2.81 2.28 -1.92
O -4.14 -7.32 1.13
N -0.79 0.43 1.89
N -1.75 1.33 1.57
C -5.43 3.47 1.04
C -2.78 0.81 0.64
C -3.52 -6.29 1.04
C 2.09 -1.89 -4.95
C 0.96 -0.30 3.35
C 1.64 1.51 -4.56
C -5.35 4.16 -0.16
C -1.20 0.64 -4.02
C -3.64 2.65 -0.93
C 0.83 2.31 7.81
C 0.31 2.62 -2.05
C -0.13 0.58 2.97
C -0.52 -3.01 -3.89
C -4.61 2.38 1.25
C 2.38 1.30 6.28
C 2.13 2.14 7.35
C 0.04 0.79 6.12
C -3.68 1.97 0.29
C 1.65 -0.25 4.50
C -0.21 1.62 7.20
C -2.57 -3.86 1.36
C 1.34 0.63 5.64
C 4.29 0.45 -2.50
C -1.75 -4.43 0.46
C -4.47 3.75 -1.14
C 3.06 1.21 0.15
C 2.26 -3.87 -2.69
C 4.01 -1.73 -0.40
H 1.80 0.69 -5.25
H 4.04 1.42 0.58
H 2.05 -4.11 -1.65
H 2.71 2.12 -0.33
H -2.38 1.44 -1.63
H 1.19 2.33 -5.12
H 5.33 0.39 -2.17
H -6.14 3.77 1.80
H -1.22 1.72 7.57
H -1.81 -0.05 -3.43
H 4.08 1.49 -2.73
H 3.30 -2.47 -0.04
H -1.81 1.53 -4.21
H 1.43 -1.32 -5.60
H 2.50 -0.90 4.61
H 2.94 2.66 7.83
H 2.42 -2.77 -5.50
H 3.32 -3.62 -2.79
H -1.20 -3.09 -3.04
H 1.29 3.09 -1.97
H -0.99 0.16 -4.97
H 2.98 -1.29 -4.75
H -4.68 1.81 2.17
H 2.08 -4.78 -3.27
H 2.60 1.86 -4.20
H -5.99 5.01 -0.34
H 4.20 -0.13 -3.42
H 4.67 -1.47 0.42
H -3.39 0.05 1.16
H 0.63 2.95 8.65
H 2.38 0.98 0.97
H -0.03 2.37 -1.05
H -0.35 1.40 3.65
H 3.40 1.17 5.92
H 4.61 -2.22 -1.17
H -2.10 1.90 2.33
H -4.41 4.26 -2.10
H -0.77 0.22 5.68
H -0.39 3.35 -2.46
H -0.93 -2.30 -4.61
H -0.49 -3.99 -4.37
*
```

For the energy relative to the best compared isomer or geometry (same formula, charge and spin), the calculation gives 41.4 kJ/mol. The total energy is -9458.76991 Ha. For the orbital gap, the calculation gives 5.958 eV.


Below is 4 unconnected molecules or ions with the total composition C28H41BrNO14P at a distorted geometry, with properties calculated with wB97M-V/def2-TZVPD.

The geometry in ORCA input format:
```
! RIJCOSX wB97M-V def2-TZVPD def2/J DEFGRID3
* xyz 0 1
Br 3.20 -3.31 5.75
P 2.54 -4.44 3.91
O 5.32 0.71 5.10
O -1.54 3.37 4.04
O -2.40 0.23 -1.83
O -1.51 -2.63 1.28
O 1.67 -6.05 -0.63
O 1.59 -6.00 -2.89
O -2.97 -1.88 -2.41
O -3.91 -0.24 -3.45
O -0.35 3.91 -6.25
O 1.50 -5.61 4.43
O 1.18 -7.87 -1.68
O -1.32 5.55 -7.27
O 0.21 6.01 -5.67
O 3.17 -1.85 2.21
N 4.41 1.35 7.13
C 1.99 -4.65 -0.61
C -0.43 5.24 -6.33
C -4.08 1.17 -3.70
C -1.81 2.35 3.11
C -2.50 1.99 5.90
C -0.76 1.27 3.01
C 0.65 3.44 -5.35
C 0.16 -3.49 2.77
C -0.24 -1.00 2.49
C 2.96 0.82 3.56
C -1.98 -2.36 -1.49
C 1.10 -0.74 2.78
C -3.03 -0.55 -2.50
C 0.86 -8.54 -2.90
C 2.96 1.21 5.07
C 1.43 -3.24 3.04
C 2.04 -1.91 2.64
C -2.91 1.75 -4.47
C -0.64 -2.40 2.09
C 0.77 -3.79 -0.90
C 0.56 1.49 3.28
C -0.35 7.54 -8.29
C 1.49 -6.58 -1.84
C 1.53 0.50 3.19
C -1.15 0.01 2.61
C 4.34 1.05 5.71
C -1.37 2.89 5.37
C -1.50 6.95 -7.51
H -1.99 1.69 -3.89
H 0.74 -9.59 -2.66
H 1.67 -8.44 -3.62
H -2.19 -0.23 2.40
H -0.07 -8.16 -3.31
H 1.02 -2.73 -0.80
H 0.58 7.50 -7.72
H -1.66 7.47 -6.57
H -2.12 -1.92 -0.51
H 0.40 -3.96 -1.91
H 3.60 -0.05 3.50
H -1.34 3.78 6.00
H -0.99 -2.14 -1.86
H 2.80 -4.44 -1.30
H -0.29 -4.44 3.04
H -0.04 -4.03 -0.21
H 3.38 1.63 2.95
H -2.75 1.19 -5.39
H 0.52 3.87 -4.36
H 2.35 -4.44 0.39
H -2.76 2.30 6.92
H 0.55 2.36 -5.27
H 2.31 0.48 5.57
H -0.55 8.59 -8.53
H 2.52 2.20 5.22
H -2.42 7.03 -8.09
H -0.41 2.39 5.53
H -4.24 1.70 -2.76
H 4.24 0.48 7.62
H 0.84 2.49 3.59
H -0.19 6.99 -9.22
H -4.99 1.26 -4.29
H 0.76 -5.17 4.88
H -3.09 2.79 -4.72
H -2.10 -3.43 -1.41
H -2.81 1.90 3.23
H 3.60 1.93 7.33
H -1.84 2.84 2.13
H 1.64 3.67 -5.73
H -3.41 2.03 5.31
H -2.13 0.96 6.00
*
```

The total energy is -5115.06756 Ha. For the orbital gap, the calculation gives 8.052 eV. Its SMILES is CCOCc1cc(CCC(N)=O)c2c(c1)C(=O)C=C(P(O)Br)C2=O.CCOC(=O)OC.CCOC(=O)OC.CCOC(=O)OC.


Below is 3 unconnected molecules or ions with the total composition C28H41Cl2N5O9PS at a distorted geometry, with properties calculated with wB97M-V/def2-TZVPD.

The geometry in ORCA input format:
```
! RIJCOSX wB97M-V def2-TZVPD def2/J DEFGRID3
* xyz -1 1
Cl 0.59 6.13 1.77
Cl 3.38 3.46 3.55
S -1.38 -0.64 2.65
P 1.13 2.30 1.59
O 5.51 -9.96 -5.85
O 0.32 -5.20 -4.59
O 2.23 1.26 2.43
O 0.02 2.07 2.97
O -0.03 3.28 0.76
O -0.74 -0.55 3.92
O 6.41 -9.04 -7.57
O 0.60 -3.14 -4.06
O -0.64 -1.24 1.59
N -6.85 4.53 2.36
N -5.45 4.52 4.31
N 5.59 -9.08 -6.68
N -6.46 2.56 3.43
N 0.28 -4.28 -3.80
C 3.59 1.94 0.06
C 4.66 -6.96 -7.53
C -1.09 -5.11 0.10
C -3.45 4.52 1.10
C -0.73 -3.81 -0.24
C -0.27 -3.54 -1.51
C -2.07 0.91 2.09
C -0.53 -5.87 -2.11
C 3.76 -5.92 -7.44
C 4.62 -7.98 -6.59
C -0.18 -4.57 -2.43
C 4.69 0.01 1.10
C 2.79 -6.92 -5.48
C -2.44 3.52 0.51
C 1.10 4.88 2.98
C 2.83 -5.89 -6.41
C 3.69 -7.97 -5.57
C -1.26 2.19 2.47
C -5.87 5.13 1.43
C 2.08 3.86 2.36
C -4.90 4.13 0.80
C 1.70 5.67 4.16
C -0.99 -6.14 -0.83
C -6.27 3.82 3.38
C 2.10 2.31 -0.04
C 3.84 0.41 -0.03
C -1.24 3.36 1.45
C 5.36 -0.26 2.07
H -3.37 4.49 2.19
H -2.94 2.58 0.31
H 4.10 2.38 0.90
H 4.31 0.12 -0.96
H 1.99 3.29 -0.51
H 1.01 6.50 4.34
H -0.81 -3.01 0.49
H 2.13 -5.07 -6.33
H 5.64 -0.36 3.08
H 0.20 4.42 3.38
H -7.50 3.93 1.87
H -4.60 4.02 4.51
H 3.66 -8.77 -4.84
H -2.48 -1.44 2.83
H 2.06 -6.90 -4.68
H -5.99 2.19 4.26
H -2.14 0.86 1.01
H -5.05 3.11 1.14
H 5.39 -6.98 -8.33
H 1.63 1.59 -0.70
H -5.02 4.11 -0.29
H -6.39 5.73 0.69
H -1.28 4.26 2.08
H 1.73 5.08 5.06
H -5.31 5.85 2.03
H -3.24 5.55 0.82
H -1.83 2.60 3.32
H -3.08 1.04 2.47
H -1.27 -7.14 -0.56
H 2.59 4.35 1.54
H 0.57 1.04 1.12
H -2.05 3.97 -0.40
H -0.46 -6.66 -2.83
H 2.91 -0.12 0.14
H -1.46 -5.32 1.10
H -5.92 4.68 5.19
H 2.66 6.10 3.89
H 1.74 0.52 2.79
H 3.78 -5.12 -8.17
H 4.08 2.36 -0.83
H 0.01 -2.53 -1.78
*
```

The total energy is -3702.15947 Ha. For the orbital gap, the calculation gives 5.792 eV.